C25H30ClIrN2OS3 | the ωB97M-V functional and the def2-TZVPD basis

As for the charge: +1. The spin multiplicity is 6. For the orbital gap (alpha / beta), the calculation gives 7.133 / 5.872 eV. As for the energy above the lowest of the compared OMol25 structures with the same formula, charge and spin: 0.0 kJ/mol.

Each line ends with the Mulliken spin population.
Positions of all 63 atoms, in Å:
Ir (0.35676, 0.29811, 0.27470)  2.24
C (3.53995, 0.48939, -0.77960)  0.04
N (2.92429, 0.25712, 0.54958)  0.12
C (3.20893, -1.09643, 1.03313)  0.04
C (2.57713, -2.13165, 0.12889)  -0.02
N (1.12173, -1.93512, -0.13626)  0.16
C (0.87484, -2.29924, -1.55025)  0.05
C (0.33762, -2.72514, 0.80797)  0.08
C (-0.01550, -4.03361, 0.51891)  -0.03
C (-0.73154, -4.78722, 1.43786)  0.07
C (-1.08722, -4.24198, 2.66346)  -0.03
C (-0.72645, -2.94216, 2.96380)  0.03
C (-0.02495, -2.16484, 2.04060)  -0.04
S (0.29446, -0.48421, 2.42541)  0.76
C (3.25831, 1.29100, 1.47462)  0.09
C (4.20109, 1.13971, 2.47554)  -0.01
C (4.52171, 2.21902, 3.29200)  0.13
C (3.92715, 3.46432, 3.10684)  -0.05
C (2.99020, 3.63162, 2.11148)  0.07
C (2.60876, 2.53668, 1.31423)  0.00
S (1.29624, 2.66317, 0.23985)  0.85
H (3.57295, 1.55477, -0.98726)  -0.01
H (2.95392, 0.00685, -1.55886)  -0.02
H (4.56121, 0.09537, -0.79474)  0.00
H (2.83757, -1.18455, 2.05328)  0.00
H (4.29001, -1.28445, 1.04545)  0.00
H (2.73341, -3.12062, 0.56742)  0.00
H (3.08344, -2.13379, -0.83600)  -0.01
H (1.33757, -3.25714, -1.80374)  0.00
H (1.31472, -1.52944, -2.18303)  0.01
H (-0.19093, -2.33539, -1.73086)  -0.04
H (0.26614, -4.47855, -0.42436)  0.00
H (-1.00219, -5.80593, 1.19654)  0.00
H (-1.64116, -4.82871, 3.38260)  0.00
H (-1.00302, -2.50044, 3.91185)  0.00
H (4.70737, 0.19733, 2.62313)  0.00
H (5.26602, 2.09014, 4.06591)  0.01
H (4.19894, 4.29596, 3.74112)  0.00
H (2.50337, 4.58492, 1.95821)  0.00
Cl (-2.69965, 1.00083, 1.51592)  0.03
C (-1.40453, 1.63046, 0.44164)  0.33
H (-1.16621, 2.60819, 0.84859)  -0.01
H (-1.84492, 1.76078, -0.54728)  -0.01
C (-2.70539, -3.27096, -6.61075)  0.00
C (-2.75748, -2.66992, -5.23675)  0.00
C (-2.70097, -3.48023, -4.10156)  0.00
C (-2.77230, -2.93842, -2.83201)  0.00
C (-2.90558, -1.56147, -2.68317)  0.00
C (-2.95372, -0.73787, -3.80042)  0.00
C (-2.88496, -1.29612, -5.06778)  0.00
S (-2.87208, -0.75243, -1.10949)  0.01
C (-4.05665, -1.70936, -0.18639)  0.00
O (-1.53988, -1.11508, -0.47073)  0.12
H (-2.28371, -4.27436, -6.58890)  0.00
H (-2.10674, -2.66009, -7.28547)  0.00
H (-3.70745, -3.34143, -7.03695)  0.00
H (-2.60483, -4.55213, -4.21882)  0.00
H (-2.72429, -3.58820, -1.96721)  0.00
H (-3.05498, 0.33269, -3.67713)  0.00
H (-2.93358, -0.65231, -5.93690)  0.00
H (-3.86129, -2.77454, -0.28556)  0.00
H (-5.05695, -1.45979, -0.53742)  0.00
H (-3.93181, -1.39522, 0.84780)  0.00

Atomic forces in eV per Å
Ir -0.08 -0.17 -0.10
C -0.01 0.02 0.04
N 0.04 0.02 -0.06
C -0.05 0.00 0.01
C 0.05 -0.07 -0.01
N -0.05 0.14 0.03
C -0.02 -0.06 -0.01
C 0.04 0.04 -0.04
C 0.02 0.01 0.07
C 0.00 0.01 0.00
C 0.01 -0.01 -0.01
C 0.00 0.01 0.03
C 0.01 -0.01 -0.02
S -0.05 -0.09 0.25
C 0.06 -0.07 0.01
C -0.04 0.03 0.01
C 0.02 0.00 0.01
C -0.01 0.00 -0.01
C 0.00 -0.01 0.01
C 0.07 -0.01 -0.02
S 0.12 0.33 0.14
H -0.02 -0.01 -0.02
H 0.02 -0.01 -0.01
H 0.01 0.03 -0.01
H -0.01 0.01 -0.02
H -0.01 -0.03 0.00
H 0.02 0.00 -0.05
H 0.02 0.05 0.02
H -0.02 0.00 -0.01
H 0.01 -0.01 -0.01
H -0.06 -0.01 -0.02
H -0.01 -0.02 -0.03
H -0.01 -0.02 0.00
H -0.01 -0.01 0.01
H 0.00 0.01 0.01
H 0.01 -0.01 0.00
H 0.01 0.00 0.01
H 0.00 0.01 0.01
H 0.00 0.01 -0.02
Cl 0.07 0.11 0.00
C -0.02 -0.07 -0.12
H -0.01 0.02 -0.02
H -0.07 0.05 0.02
C 0.02 -0.02 -0.05
C -0.01 -0.04 0.01
C -0.01 0.00 0.00
C -0.03 0.04 0.03
C 0.07 -0.08 -0.12
C -0.06 -0.08 0.01
C -0.02 0.06 0.02
S 0.17 0.15 0.24
C -0.12 -0.07 0.03
O -0.15 -0.19 -0.22
H 0.00 0.00 0.00
H 0.00 0.01 0.00
H -0.02 0.00 0.01
H 0.01 -0.02 -0.01
H 0.04 0.01 0.03
H 0.02 0.03 0.00
H 0.01 0.00 -0.02
H 0.03 0.00 -0.01
H -0.01 -0.03 -0.03
H -0.03 0.00 -0.04

***

C21H20N2O3 | the ωB97M-V functional and the def2-TZVPD basis

For the orbital gap, the calculation gives 7.978 eV. As for the energy above the lowest of the compared OMol25 structures with the same formula, charge and spin: 1839.1 kJ/mol.

Each line ends with the Mulliken charge.
Positions of all 46 atoms, in Å:
C (2.29965, -3.35041, 1.30699)  -0.71
O (1.13883, -3.81006, 0.73336)  -0.36
C (0.66709, -3.04283, -0.39057)  -0.08
C (1.45337, -1.98012, -1.25198)  -0.53
C (0.76643, -1.46784, -2.18799)  -0.59
C (-0.62935, -1.75929, -2.53333)  0.24
C (-0.92008, -1.23848, -3.74445)  -1.41
C (-2.35479, -0.42307, -3.61032)  0.53
O (-3.46449, -1.01705, -3.75629)  -0.58
O (-2.17991, 0.55439, -2.71617)  -0.17
N (-1.07697, 0.92892, -2.18437)  -0.08
C (-1.04589, 1.90752, -1.49203)  0.31
N (-2.06873, 2.52689, -0.85971)  -0.44
C (0.53740, 2.30610, -0.97652)  -1.53
C (0.43979, 2.54261, 0.70724)  0.60
C (0.78845, 3.75411, 1.00374)  -0.24
C (0.73829, 4.14806, 2.42606)  -0.64
C (0.91750, 3.14124, 3.20812)  -0.77
C (0.33172, 1.82856, 2.79514)  0.73
C (0.01388, 1.03245, 3.71523)  -0.66
C (-0.12671, -0.51816, 3.48761)  -1.69
C (-0.38035, -0.65955, 2.17636)  -0.10
C (-0.13368, 0.21820, 1.10859)  0.44
C (0.35438, 1.47522, 1.49701)  1.05
C (-1.05263, -2.77705, -1.87868)  -0.03
C (-0.51727, -3.33753, -0.71440)  0.13
H (2.41014, -2.32391, 1.42655)  0.30
H (2.63073, -3.84923, 2.29659)  0.23
H (3.12462, -3.61166, 0.44356)  0.29
H (2.33124, -1.71429, -0.81701)  0.58
H (1.38824, -0.75793, -2.71629)  0.16
H (-1.50294, -2.03352, -4.60179)  0.26
H (-0.54329, -0.52122, -4.00310)  1.04
H (-1.78837, 2.94405, -0.14932)  0.22
H (-2.98137, 2.09469, -1.01188)  0.24
H (1.16304, 1.44280, -1.18986)  0.24
H (0.71126, 3.10908, -1.34536)  1.01
H (0.74362, 4.55594, 0.31064)  0.36
H (1.23005, 5.20540, 2.47068)  0.29
H (0.72323, 3.27957, 4.36624)  0.22
H (0.12646, 1.24148, 4.85478)  0.19
H (-0.42896, -1.02270, 4.13451)  0.80
H (-0.54110, -1.78119, 1.81046)  0.18
H (0.00514, 0.00436, 0.03794)  -0.58
H (-2.09817, -3.17556, -1.99653)  0.23
H (-1.19951, -4.06900, -0.18949)  0.33

Atomic forces in eV per Å
C 4.24 -2.79 -1.61
O -1.42 1.43 -0.81
C 6.66 1.31 1.98
C -2.21 -6.08 6.36
C -1.37 2.81 -3.19
C 6.92 0.05 1.73
C -15.56 -11.38 -2.84
C -1.24 -5.46 2.24
O 3.63 3.51 -0.10
O -7.53 0.70 -0.74
N 5.56 -3.92 -4.33
C 3.30 3.80 5.04
N -3.13 -4.45 -8.81
C -6.67 -10.17 7.03
C 2.23 0.19 -9.67
C -1.89 3.06 2.77
C 4.30 4.33 -4.63
C -4.08 -2.26 5.84
C 3.69 5.40 -0.27
C -0.58 -9.64 8.72
C 2.81 14.84 -9.48
C 0.46 -5.68 -3.85
C 1.71 1.08 0.76
C -2.72 -3.58 -0.35
C -5.89 -3.22 2.25
C -5.43 -2.21 -1.13
H -0.45 2.12 0.38
H -1.08 0.41 -1.77
H -1.03 0.53 2.37
H 2.77 0.92 0.29
H -0.72 0.58 -0.74
H 2.83 2.11 2.13
H 9.48 12.66 -5.85
H 2.08 4.89 8.26
H 0.44 0.60 0.61
H 0.01 0.33 -0.31
H 2.77 9.65 -4.71
H 0.43 0.40 -0.84
H -1.59 -1.66 1.09
H 1.38 -0.17 -2.13
H -0.29 0.24 -2.18
H -4.05 -8.33 10.17
H -0.11 2.29 0.74
H -0.92 -0.60 0.73
H 0.93 0.54 -0.75
H 1.35 0.83 -0.39

***

C17H24N7OSSiTi | the ωB97M-V functional and the def2-TZVPD basis

As for the charge: +1. For the orbital gap, the calculation gives 5.329 eV. As for the energy above the lowest of the compared OMol25 structures with the same formula, charge and spin: 12.5 kJ/mol.

Each line ends with the Mulliken charge.
Positions of all 52 atoms, in Å:
Ti (-0.54983, 0.01644, -0.09968)  0.04
C (-2.12878, -5.18379, 2.20173)  -0.94
C (-0.69365, -4.69346, 2.20860)  -0.63
N (-0.55859, -3.33877, 2.74289)  -0.18
C (-0.73412, -2.19355, 2.08785)  0.71
S (-0.97052, -2.27401, 0.33122)  -0.29
N (-0.73926, -1.07931, 2.79416)  -1.42
N (-0.94346, -0.00668, 1.97394)  1.21
C (-1.34351, 1.10910, 2.48686)  1.02
C (-1.59753, 1.31036, 3.93748)  -1.58
C (-1.61487, 2.19358, 1.49353)  0.14
C (-2.02758, 3.45974, 1.83974)  -0.75
C (-2.30089, 4.38055, 0.82432)  -0.38
C (-2.16086, 4.01583, -0.49730)  -0.87
C (-1.73675, 2.72623, -0.78929)  -0.28
N (-1.47246, 1.84921, 0.18520)  0.08
H (-2.17598, -6.19737, 1.80376)  0.37
H (-2.76159, -4.54910, 1.58081)  0.27
H (-2.54363, -5.19995, 3.20993)  0.31
H (-0.25954, -4.70815, 1.20960)  0.33
H (-0.06173, -5.32859, 2.82889)  0.36
H (-0.49865, -3.23216, 3.74602)  0.27
H (-1.85045, 0.35883, 4.39782)  0.44
H (-2.39488, 2.02821, 4.11177)  0.47
H (-0.69141, 1.68008, 4.42549)  0.29
H (-2.13843, 3.73791, 2.87635)  0.38
H (-2.62432, 5.37934, 1.08599)  0.45
H (-2.36455, 4.69797, -1.30963)  0.48
H (-1.59097, 2.39482, -1.81475)  0.63
C (2.12069, 2.46313, -1.83331)  -1.11
Si (2.28325, 0.68122, -1.41236)  0.21
C (3.93490, -0.03385, -1.80177)  -1.11
C (1.42152, -1.76055, -2.62993)  -1.16
C (1.47516, 0.33444, 0.22109)  -0.66
H (2.61767, 2.68355, -2.77937)  0.34
H (2.61420, 3.03642, -1.04331)  0.43
H (1.08951, 2.80497, -1.91683)  0.35
H (4.03763, -0.12047, -2.88779)  0.37
H (4.11017, -1.00734, -1.34529)  0.36
H (4.71870, 0.64585, -1.46043)  0.38
H (2.32640, -1.86569, -3.22078)  0.49
H (0.58780, -2.24973, -3.12654)  0.27
H (1.56788, -2.13569, -1.61904)  0.38
H (1.58446, 1.17207, 0.91841)  0.51
H (1.83104, -0.57018, 0.72794)  0.42
O (-0.12852, -0.19244, -1.82402)  -0.56
N (1.10688, -0.30898, -2.54744)  0.86
C (0.90995, 0.30612, -3.88127)  0.67
C (0.10507, 1.43892, -3.88495)  -0.09
N (-0.57477, 2.37093, -3.76573)  -0.75
C (1.58815, -0.28340, -4.95235)  -0.01
N (2.20108, -0.76258, -5.80827)  -0.57

Atomic forces in eV per Å
Ti 0.61 -0.72 -0.20
C -0.10 -0.07 -0.01
C 0.19 0.08 0.00
N -0.03 0.07 0.05
C -0.07 -0.16 0.05
S 0.18 0.30 0.13
N -0.08 0.09 -0.43
N -0.19 0.32 0.57
C -0.17 0.23 -0.22
C 0.09 -0.03 0.04
C 0.02 -0.26 0.19
C 0.00 0.10 -0.16
C 0.01 -0.01 0.21
C 0.04 -0.15 -0.18
C -0.03 0.12 0.05
N -0.04 0.08 0.22
H 0.01 0.00 0.00
H 0.03 0.02 -0.01
H 0.01 0.01 0.00
H -0.05 0.00 -0.02
H -0.05 -0.03 0.00
H 0.02 -0.02 0.00
H 0.01 0.00 0.00
H -0.02 -0.02 -0.01
H -0.01 0.00 0.01
H 0.01 0.01 0.00
H 0.00 0.00 -0.02
H 0.00 0.02 0.01
H 0.00 0.04 0.01
C 0.06 0.10 -0.05
Si -0.09 -0.04 -0.09
C 0.12 0.06 -0.01
C 0.04 0.24 -0.05
C -0.22 -0.21 0.12
H -0.03 0.04 0.02
H 0.04 0.02 -0.01
H 0.04 0.00 0.04
H 0.05 -0.02 0.01
H -0.01 -0.03 -0.03
H 0.00 -0.02 0.02
H 0.00 -0.08 0.01
H 0.01 -0.05 0.02
H -0.04 -0.02 -0.01
H -0.02 0.00 0.00
H -0.02 0.02 0.00
O -0.15 -0.22 -0.28
N -0.32 0.35 -0.13
C 0.26 -0.35 0.34
C 0.07 0.09 -0.11
N -0.06 -0.05 -0.03
C -0.12 0.23 -0.13
N -0.01 -0.08 0.03

***

C6H10N3O | the ωB97M-V functional and the def2-TZVPD basis

As for the charge: +1. For the orbital gap, the calculation gives 8.060 eV. As for the energy above the lowest of the compared OMol25 structures with the same formula, charge and spin: 406.1 kJ/mol.

Each line ends with the Mulliken charge.
Positions of all 20 atoms, in Å:
N (2.41745, 1.26155, 0.87434)  -0.35
C (3.45128, 0.65917, 0.18191)  -0.01
C (3.25728, -0.39828, -0.60364)  -0.53
C (2.02077, -1.22949, -0.70526)  -0.31
C (0.75685, -0.91710, -0.60448)  -0.18
C (-0.47181, -0.76525, -0.06818)  -0.23
O (-1.64493, -0.10780, -0.68322)  -0.24
C (-2.76298, 0.15248, -0.13212)  0.89
N (-3.08727, -0.27128, 1.14852)  -0.33
N (-3.59938, 0.65526, -1.06274)  -0.34
H (2.61546, 1.94079, 1.60297)  0.22
H (1.46299, 0.93142, 0.98565)  0.12
H (4.27882, 1.21684, 0.21554)  0.45
H (3.99006, -0.77152, -1.22391)  0.34
H (2.16597, -2.08847, -1.22945)  0.37
H (-0.56869, -1.29783, 0.94227)  0.24
H (-3.96222, 0.07063, 1.57537)  0.25
H (-2.48783, -0.88519, 1.69257)  0.21
H (-3.27420, 0.86715, -1.93077)  0.21
H (-4.55764, 0.97691, -0.97537)  0.21

Atomic forces in eV per Å
N -0.06 0.52 0.99
C -5.01 -0.69 0.33
C -2.09 -1.12 0.85
C 0.81 3.34 0.06
C -3.68 1.37 1.37
C 1.98 -1.27 1.16
O 3.04 -0.94 0.04
C -1.40 -1.65 0.88
N -0.63 1.68 -1.98
N -1.89 -0.09 3.69
H 0.37 -0.23 -0.49
H 0.69 -0.50 -0.55
H 3.42 1.63 0.04
H 1.79 -0.57 -0.90
H 0.55 -2.72 -1.31
H -0.72 1.17 -1.55
H 0.88 -0.48 -0.43
H -0.09 0.46 -0.41
H 1.81 0.48 -2.70
H 0.25 -0.38 0.91

***

C24H27MnNOSi | the ωB97M-V functional and the def2-TZVPD basis

The spin multiplicity is 6. For the orbital gap (alpha / beta), the calculation gives 5.945 / 7.269 eV. As for the energy above the lowest of the compared OMol25 structures with the same formula, charge and spin: 117.9 kJ/mol.

Each line ends with the Mulliken spin population.
Positions of all 55 atoms, in Å:
C (0.73655, -1.10988, -0.64252)  0.03
C (1.64659, -0.06012, -1.02959)  0.01
C (2.79917, -0.12264, -0.17243)  0.10
H (1.52998, 0.60188, -1.86206)  0.01
C (2.56156, -1.13721, 0.77026)  -0.01
C (1.30471, -1.75313, 0.50984)  0.04
H (0.94467, -2.65979, 0.99652)  0.01
H (-0.14031, -1.43007, -1.18858)  0.00
H (3.73268, 0.42911, -0.29251)  0.02
H (3.25110, -1.50966, 1.51721)  0.01
Mn (0.81306, 0.38501, 0.99901)  4.65
C (-0.50200, 1.65064, 0.53075)  0.10
H (-1.10994, 0.90319, -0.03729)  0.02
H (-1.10585, 2.55651, 0.53509)  0.03
H (0.49526, 1.98313, 0.13758)  -0.05
Si (-1.22641, 2.90736, -2.84962)  -0.01
C (-2.94334, 3.72181, -2.51538)  -0.01
C (-3.93300, 3.54873, -3.50447)  0.00
H (-3.72944, 2.88834, -4.33788)  0.00
C (-5.14229, 4.23976, -3.43542)  0.00
H (-5.85915, 4.14511, -4.26235)  0.00
C (-5.40247, 5.04628, -2.30220)  0.00
H (-6.36218, 5.59031, -2.25613)  0.00
C (-4.46287, 5.16601, -1.28734)  0.00
H (-4.71396, 5.76882, -0.39257)  0.00
C (-3.20560, 4.54321, -1.40595)  0.00
H (-2.44900, 4.70859, -0.63060)  0.00
C (0.57956, 3.75100, -2.55996)  0.01
C (0.73729, 4.58902, -3.67618)  0.01
H (-0.17761, 4.85016, -4.22103)  0.00
C (1.93783, 5.04444, -4.16360)  0.00
H (1.96537, 5.64549, -5.06534)  0.00
C (3.12105, 4.69700, -3.50514)  0.00
H (4.06897, 4.96903, -3.91455)  0.00
C (3.02312, 4.02113, -2.28894)  0.00
H (3.95541, 3.82239, -1.72254)  0.00
C (1.78296, 3.62408, -1.79903)  -0.01
H (1.76603, 3.19702, -0.79642)  0.02
H (-1.44578, 1.58657, -2.12419)  0.00
H (-1.33704, 2.81585, -4.26067)  0.00
O (1.61674, 0.82031, 3.22240)  0.02
C (0.72300, 0.47819, 4.30157)  0.01
C (-0.48340, -0.20083, 3.79040)  0.00
C (-1.49560, -0.59349, 4.66178)  0.01
C (-2.65758, -1.15806, 4.14390)  -0.01
C (-2.69643, -1.37597, 2.76111)  0.00
C (-1.61038, -1.03968, 1.96752)  0.01
N (-0.52621, -0.40255, 2.45534)  -0.03
H (2.33965, 1.34736, 3.56325)  0.00
H (1.22339, -0.16777, 5.00711)  0.00
H (0.43742, 1.41173, 4.78941)  0.00
H (-1.35007, -0.41601, 5.73138)  0.00
H (-3.49993, -1.37070, 4.80392)  0.00
H (-3.56085, -1.79517, 2.26985)  0.00
H (-1.55055, -1.27327, 0.90936)  0.00

Atomic forces in eV per Å
C 1.43 -0.13 -0.09
C 0.71 -1.66 -0.15
C -0.56 0.12 -0.73
H -0.12 0.23 -0.22
C -0.01 -1.16 0.17
C 0.63 -0.58 -1.17
H -0.03 0.45 -0.06
H -0.08 0.25 0.16
H -0.49 0.03 0.14
H -0.03 0.26 0.02
Mn 1.48 -0.35 2.38
C -2.27 2.50 -0.37
H 0.86 0.62 -0.31
H 0.00 0.06 0.44
H -0.88 0.26 -1.19
Si 0.04 -0.35 2.61
C 0.87 0.73 0.29
C 0.06 0.48 0.50
H 0.00 0.08 -0.15
C 0.17 0.03 0.55
H 0.22 0.09 0.54
C -0.47 -0.19 -0.84
H 0.62 -0.35 0.11
C 0.19 0.15 0.41
H 0.30 -0.37 -0.67
C -0.64 -0.03 -0.27
H -0.27 -0.13 -0.33
C -0.07 0.52 -0.43
C -1.19 -0.29 -0.30
H 0.40 -0.04 -0.11
C 1.04 0.13 0.13
H 0.00 -0.03 0.05
C -1.07 -0.11 0.18
H 0.48 0.16 -0.13
C 0.46 0.30 -0.05
H -0.85 0.09 -0.25
C -1.01 -0.78 0.27
H -0.09 -0.22 -0.37
H 0.59 0.49 -0.70
H 0.29 -0.35 -1.25
O -0.49 -0.55 0.31
C 0.92 1.11 -0.34
C -0.48 -0.48 -1.48
C -0.07 0.10 0.04
C 0.46 0.38 -0.27
C -0.05 -0.02 0.00
C 0.42 0.30 0.78
N -1.31 -1.33 1.90
H 0.14 0.11 0.08
H 0.26 -0.20 0.38
H -0.11 -0.06 0.25
H -0.22 -0.07 -0.34
H 0.24 -0.12 -0.32
H -0.12 -0.15 0.12
H -0.29 0.09 0.07